Entry 1:
# C6H4FNO

A 2-piece molecular cluster, C6H4FNO overall (ωB97M-V/def2-TZVPD, the Open Molecules 2025 dataset).

Geometry as ORCA input:
```
! wB97M-V def2-TZVPD RIJCOSX def2/J DEFGRID3
* xyz 0 1
C -3.136 -0.053 -0.128
O -3.113 -1.196 -0.589
F 0.090 2.184 -0.190
C -2.047 0.467 0.689
H 1.790 -2.289 -1.316
H 3.250 -2.432 -0.227
C 2.376 -1.873 -0.588
H 1.703 2.404 1.009
H -4.147 0.422 -0.165
N -1.332 0.936 1.465
C 1.487 0.473 -0.029
C 1.167 1.635 0.423
C 1.912 -0.678 -0.354
*
```

LUMO energy = -0.79 eV
E_HOMO = -9.00 eV
Frontier orbital gap = 8.2 eV
ΔE to the lowest compared entry with this formula, charge and spin = 1.125 eV

Entry 2:
# C25H44FeOP2

C25H44FeOP2 as an isolated structure (ωB97M-V/def2-TZVPD, the Open Molecules 2025 dataset).

Geometry as ORCA input:
```
! wB97M-V def2-TZVPD RIJCOSX def2/J DEFGRID3
* xyz 1 6
C -1.935 0.827 1.208
H -2.911 0.763 -0.743
H -0.502 3.376 -5.393
C -0.605 0.689 5.208
H 0.268 -1.841 -6.509
H 2.507 -1.858 3.811
H -0.481 0.141 6.161
H -1.572 1.207 5.260
H -1.684 1.494 -6.415
Fe -0.425 -0.305 1.987
H 2.115 1.365 0.049
C -1.401 -1.906 2.627
H -1.903 -3.257 1.020
C 2.528 2.231 4.554
H -3.529 -1.048 4.641
P -0.412 1.173 -4.339
C 1.158 0.925 -0.247
C -1.311 -0.719 -0.738
H 1.517 -1.003 -7.494
H 0.477 2.961 0.138
C 1.328 -1.569 -6.573
P 1.847 -0.594 -5.091
H 1.626 -1.795 5.352
H -3.221 -0.604 0.310
C -3.170 -0.397 3.826
C 0.789 -3.323 2.362
C -2.342 -2.845 1.944
C -0.501 3.014 -4.356
C -0.721 1.566 1.290
H 0.658 -4.124 3.107
H -1.773 -1.619 -1.178
H 3.953 0.630 -5.059
H 0.182 1.448 5.139
H -3.206 0.637 4.185
H -0.048 -2.234 0.166
H -0.574 2.236 2.149
C -0.202 -1.155 0.188
H 4.165 -1.031 -5.671
H 1.861 -3.106 2.297
C 0.928 -0.339 0.535
H -0.914 -0.140 -1.585
H 0.452 -3.720 1.399
H 0.687 1.017 -6.560
H -2.742 1.121 1.883
C 0.034 1.960 0.035
H -0.640 2.011 -0.838
C 1.021 1.016 -5.508
H -3.297 -2.351 1.708
O 2.245 2.289 2.113
H 2.293 3.230 4.947
H 1.830 -0.806 0.948
H 3.456 0.231 -6.737
C -0.587 -0.258 4.052
C -1.782 0.850 -5.532
H 2.098 1.462 5.224
H 3.615 2.082 4.511
H 2.279 -0.301 4.638
H -2.553 -3.690 2.622
H 1.921 -2.493 -6.586
H -2.728 1.072 -5.021
H -1.789 -0.205 -5.832
C 0.516 -1.098 3.666
C 3.524 -0.142 -5.708
H 1.213 0.721 -1.336
H -3.865 -0.506 2.985
C -2.425 0.091 -0.014
C 1.931 2.058 3.229
C -1.776 -0.759 3.422
H 0.365 3.425 -3.822
C 1.803 -1.255 4.401
H 1.722 1.848 -5.326
C 0.030 -2.098 2.756
H -1.418 3.329 -3.843
*
```

LUMO energy (alpha / beta) = -1.89 / -6.93 eV
E_HOMO (alpha / beta) = -7.30 / -9.36 eV
Expectation value of S² = 8.78
Frontier orbital gap (alpha / beta) = 5.4 / 2.4 eV

Entry 3:
# C3H6N4

An isolated ion of composition C3H6N4 and charge +2 (ωB97M-V/def2-TZVPD, the Open Molecules 2025 dataset).

Geometry as ORCA input:
```
! wB97M-V def2-TZVPD RIJCOSX def2/J DEFGRID3
* xyz 2 1
H 1.532 -0.605 -0.692
N -1.031 1.399 -0.723
H 1.769 1.227 -0.464
H -2.623 -1.288 1.744
N -1.049 -0.433 0.597
N -4.384 0.259 -0.098
C -0.319 0.520 -0.274
H 1.489 0.071 0.905
H -0.496 -1.021 1.151
H -0.913 2.191 -1.333
N -3.408 -0.101 0.227
C 1.204 0.320 -0.122
C -2.271 -0.682 0.832
*
```

LUMO energy = -13.22 eV
E_HOMO = -20.19 eV
Frontier orbital gap = 7.0 eV
ΔE to the lowest compared entry with this formula, charge and spin = 4.192 eV

Entry 4:
# C2H3AgF

C2H3AgF as an isolated structure (ωB97M-V/def2-TZVPD, the Open Molecules 2025 dataset).

Geometry as ORCA input:
```
! wB97M-V def2-TZVPD RIJCOSX def2/J DEFGRID3
* xyz 0 2
H -1.397 -0.978 -0.958
H -0.735 -1.341 0.753
C -1.037 0.696 0.268
F 3.706 0.247 0.442
Ag 1.843 0.349 -0.283
C -1.049 -0.595 0.013
H -1.331 1.622 -0.236
*
```

LUMO energy (alpha / beta) = -0.47 / -1.41 eV
E_HOMO (alpha / beta) = -9.99 / -10.02 eV
Expectation value of S² = 0.76
Frontier orbital gap (alpha / beta) = 9.5 / 8.6 eV
ΔE to the lowest compared entry with this formula, charge and spin = 0.000 eV

Entry 5:
# C6H11N

C6H11N in the gas phase (ωB97M-V/def2-TZVPD, the Open Molecules 2025 dataset).

Geometry as ORCA input:
```
! wB97M-V def2-TZVPD RIJCOSX def2/J DEFGRID3
* xyz 0 1
H 0.699 -2.114 -2.876
H 2.060 0.441 1.116
H -0.452 1.738 2.417
C 0.790 -1.863 -1.851
H -0.976 -0.664 -1.743
H 0.555 2.395 1.289
C -0.615 0.633 0.523
H -2.320 -0.541 1.486
H 2.489 -0.972 0.218
H -2.718 0.956 0.781
H -2.275 -0.312 -0.395
N 1.893 -0.034 0.254
C -2.041 0.149 0.652
C -0.360 1.910 1.363
H 1.589 -2.200 -1.200
H -1.134 2.683 1.221
C 0.418 -0.154 -0.041
C 0.014 -0.869 -1.328
*
```

LUMO energy = 0.96 eV
E_HOMO = -7.53 eV
Frontier orbital gap = 8.5 eV
ΔE to the lowest compared entry with this formula, charge and spin = 2.801 eV

Entry 6:
# C14H18BF9NO6

An isolated ion of composition C14H18BF9NO6 and charge -1 (ωB97M-V/def2-TZVPD, the Open Molecules 2025 dataset).

Geometry as ORCA input:
```
! wB97M-V def2-TZVPD RIJCOSX def2/J DEFGRID3
* xyz -1 1
C -5.725 -2.282 0.150
C -0.489 0.348 -0.286
F -5.626 -0.089 -0.587
H -3.550 1.510 -0.082
O 3.327 -1.546 2.052
C 2.124 -1.163 -0.078
H 1.646 -0.292 1.900
O -1.566 1.254 0.100
C 2.653 0.179 -2.292
C 3.400 1.147 0.051
O 3.195 -3.712 1.668
C 0.741 1.196 -0.587
H -0.762 -0.173 -1.215
F -2.369 -0.328 2.007
H 1.337 -2.020 1.740
C -5.712 -0.786 0.543
O 4.509 1.073 -0.307
H -4.956 -2.519 -0.588
F -2.909 -1.621 0.391
H 1.312 -1.746 -0.538
C -4.615 -0.365 1.528
H 3.597 -0.379 -2.296
F -6.912 -0.502 1.042
F -4.665 -1.034 2.664
F 2.325 4.087 1.665
H -0.362 -0.341 0.555
F -5.602 -3.092 1.199
H 3.843 -3.066 3.397
H 0.553 1.666 -1.566
C 2.038 -1.218 1.471
H -2.865 0.249 -1.082
H 1.935 -0.402 -2.895
C 3.458 -2.833 2.391
C -2.828 0.689 -0.072
N 3.172 1.979 1.280
H 3.494 1.594 -4.922
H 0.800 2.042 0.114
C 3.271 3.315 1.057
H 3.393 2.264 -2.401
H 3.061 -1.654 -0.361
O 3.868 1.231 -4.112
H 1.992 1.863 -3.475
C 2.926 1.498 -3.027
F -4.856 0.917 1.849
H 2.263 1.804 1.701
C -3.178 -0.415 0.955
F -6.921 -2.529 -0.408
O 4.069 3.847 0.434
B 2.162 0.354 -0.730
*
```

LUMO energy = 2.43 eV
E_HOMO = -5.46 eV
Frontier orbital gap = 7.9 eV

What is the formula in the sixth record?
C14H18BF9NO6